The following is a DFT calculation (the ωB97M-V functional and the def2-TZVPD basis) of the molecule C19H30N6O4.

Geometry as ORCA input:
```
! RIJCOSX wB97M-V def2-TZVPD def2/J DEFGRID3
* xyz 0 1
C 3.1012 3.4716 -1.4474
C 1.7890 2.6979 -1.4810
C 1.1530 2.6286 -0.0928
C 0.1077 1.5239 0.0375
C -1.0617 1.6949 -0.9343
N -1.9926 0.5999 -0.8232
C -1.8922 -0.6462 -1.3344
N -2.9151 -1.4191 -1.0014
C -3.7092 -0.6446 -0.2353
C -3.1610 0.6251 -0.0985
C -3.8172 1.6586 0.6446
O -3.4683 2.8068 0.8240
N -5.0064 1.1689 1.1848
C -5.5891 -0.0832 1.0829
O -6.6444 -0.3311 1.6200
N -4.8911 -1.0066 0.3382
C -5.4090 -2.3440 0.1572
H -5.5276 -2.5500 -0.9061
H -4.7148 -3.0693 0.5816
H -6.3698 -2.3992 0.6650
H -5.5450 1.8321 1.7314
C -0.7672 -1.1161 -2.1893
N 0.4412 -1.3131 -1.4058
C 0.2522 -2.3194 -0.3687
C 1.6139 -2.7226 0.2211
N 2.5621 -1.6506 0.0427
C 2.7918 -0.6910 0.9735
O 3.4609 0.2957 0.7730
O 2.2201 -0.9903 2.1611
C 2.5049 -0.0912 3.2308
C 3.8666 -0.3648 3.8528
H 3.9280 -1.3973 4.1885
H 4.6482 -0.1830 3.1195
H 4.0185 0.2954 4.7018
H 1.7014 -0.2544 3.9523
H 2.4627 0.9358 2.8541
C 2.8668 -1.3713 -1.3450
C 1.6142 -1.5998 -2.2096
H 1.6352 -0.9201 -3.0634
H 1.5966 -2.6310 -2.6013
H 3.6828 -2.0197 -1.6837
H 3.2019 -0.3335 -1.3959
H 2.0117 -3.6001 -0.2984
H 1.5216 -2.9551 1.2801
H -0.3805 -1.8800 0.4066
H -0.2631 -3.2112 -0.7619
H -1.0983 -2.0460 -2.6816
H -0.5533 -0.3657 -2.9565
H -1.6070 2.6133 -0.7068
H -0.6935 1.7322 -1.9616
H -0.2858 1.5176 1.0568
H 0.5798 0.5599 -0.1579
H 1.9447 2.4208 0.6291
H 0.7093 3.5937 0.1596
H 1.9847 1.6826 -1.8323
H 1.1059 3.1765 -2.1865
H 3.5358 3.5383 -2.4426
H 3.8093 2.9696 -0.7926
H 2.9397 4.4806 -1.0746
*
```

The calculation puts the maximum force at 0.027 hartree/bohr. Its energy relative to the best compared isomer or geometry (same formula, charge and spin) is 6.3 kJ/mol. The calculation puts the total energy at -37323.2782 eV. The value obtained for the frontier orbital gap is 0.3305 Ha. Its SMILES is CCCCCn1c(CN2CCN(C(=O)OCC)CC2)nc2c1c(=O)[nH]c(=O)n2C.



The following is a DFT calculation (the ωB97M-V functional and the def2-TZVPD basis) of a cluster of 3 separate species, C19H30NO7P in total.

Geometry as ORCA input:
```
! RIJCOSX wB97M-V def2-TZVPD def2/J DEFGRID3
* xyz 0 1
C 5.4124 -1.5214 1.7758
C 5.2447 -2.5675 0.8382
C 3.9473 -3.4003 0.8380
C 2.8006 -3.0250 -0.0047
C 1.5836 -3.8506 0.0628
C 1.5276 -5.0493 0.9227
P -0.0333 -6.0961 0.9826
C -0.9844 -5.3520 2.4300
O -0.8476 -5.8168 -0.4800
C 2.6571 -5.4406 1.7448
C 3.8392 -4.5721 1.6795
C 4.8341 -5.2213 2.6798
O 5.9788 -4.9267 2.8775
N 4.1119 -6.2477 3.3817
C 2.8860 -6.6362 2.7086
O 2.2921 -7.6547 2.8780
H 5.7255 -1.7601 2.8232
H 5.2958 -0.4491 1.4899
H 6.0472 -2.8239 0.0936
H 2.8671 -2.1308 -0.6724
H 0.7147 -3.5697 -0.5812
H -0.3128 -5.4316 3.3262
H -1.9593 -5.8627 2.6225
H -1.1075 -4.2432 2.2491
H -1.7969 -5.6505 -0.3371
H 3.9811 -6.1028 4.3855
C -2.0345 1.5831 -1.6699
O -1.1942 1.9549 -0.5862
C -0.7959 0.8392 0.2015
C 0.6272 0.4151 -0.1192
O 0.7245 -0.1129 -1.4404
C 1.2760 0.8231 -2.3545
H -2.1238 2.4396 -2.3391
H -1.6235 0.7421 -2.2331
H -3.0306 1.3257 -1.2959
H -1.4907 0.0027 0.0751
H -0.8390 1.1569 1.2482
H 0.9180 -0.3879 0.5668
H 1.3259 1.2455 0.0221
H 2.3517 0.9278 -2.1770
H 0.7939 1.8005 -2.2760
H 1.1248 0.4411 -3.3640
C -2.0166 6.0607 -2.2723
O -3.0362 5.1174 -1.9800
C -3.4343 5.1578 -0.6136
C -4.7481 5.9010 -0.4413
O -4.6054 7.2854 -0.7408
C -5.1064 7.6175 -2.0258
H -1.9133 6.1226 -3.3564
H -2.2605 7.0538 -1.8886
H -1.0653 5.7243 -1.8482
H -2.6504 5.5996 0.0091
H -3.5735 4.1207 -0.2922
H -5.0550 5.8327 0.6074
H -5.5364 5.4492 -1.0517
H -6.2013 7.6004 -2.0147
H -4.7362 6.9356 -2.7955
H -4.7758 8.6274 -2.2683
*
```

The calculation puts the maximum force at 0.059 hartree/bohr. The calculation puts the total energy at -45293.6789 eV. The value obtained for the frontier orbital gap is 0.2648 Ha. Its SMILES is C=Cc1ccc(P(C)O)c2c1C(=O)NC2=O.COCCOC.COCCOC.



The following is a DFT calculation (the ωB97M-V functional and the def2-TZVPD basis) of a structure of composition C19H31AgNO3SSb.

Geometry as ORCA input:
```
! RIJCOSX wB97M-V def2-TZVPD def2/J DEFGRID3
* xyz 0 1
Ag -2.1240 0.3329 0.8719
O -2.9809 0.7747 5.2579
S -1.7831 0.7545 4.4710
O -1.1169 2.0077 4.2312
N -2.0144 -0.0263 3.0442
C -1.2773 -1.1430 2.9450
O -1.2502 -1.8493 1.9279
C -0.4492 -1.4132 4.1511
C 0.4459 -2.4511 4.3357
C 1.1504 -2.4990 5.5316
C 0.9571 -1.5278 6.5099
C 0.0638 -0.4805 6.3151
C -0.6235 -0.4426 5.1211
H 0.5764 -3.1921 3.5581
H 1.8557 -3.3009 5.7068
H 1.5206 -1.5847 7.4318
H -0.0905 0.2806 7.0686
C -1.6558 2.6943 -2.7706
C -1.2263 1.2933 -3.1943
C -0.1667 1.3578 -4.2874
C -2.4452 0.5162 -3.6910
Sb -0.5108 0.2931 -1.3339
C 1.1507 1.5394 -0.5188
C 2.1370 2.0379 -1.5649
C 0.4897 2.7140 0.2015
C 1.8521 0.6666 0.5215
C 0.3280 -1.6923 -1.9300
C -0.7909 -2.4383 -2.6516
C 1.5535 -1.5395 -2.8212
C 0.6879 -2.4471 -0.6564
H -2.1562 3.1936 -3.6069
H -0.8010 3.3072 -2.4830
H -2.3591 2.6628 -1.9348
H -0.5963 1.8177 -5.1844
H 0.1791 0.3622 -4.5638
H 0.6957 1.9510 -3.9875
H -2.9885 1.1189 -4.4258
H -3.1348 0.2783 -2.8775
H -2.1542 -0.4121 -4.1812
H 1.6738 2.7518 -2.2463
H 2.5603 1.2220 -2.1525
H 2.9645 2.5521 -1.0640
H -0.0195 3.3909 -0.4844
H 1.2503 3.2875 0.7404
H -0.2342 2.3668 0.9438
H 2.4116 -0.1475 0.0590
H 1.1292 0.2435 1.2252
H 2.5596 1.2722 1.0966
H -0.9883 -2.0243 -3.6406
H -1.7152 -2.4230 -2.0691
H -0.5033 -3.4861 -2.7838
H 1.3142 -1.0466 -3.7634
H 1.9557 -2.5304 -3.0584
H 2.3425 -0.9753 -2.3211
H -0.1573 -2.5164 0.0234
H 1.5169 -1.9863 -0.1196
H 0.9915 -3.4659 -0.9222
*
```

The calculation puts the maximum force at 0.013 hartree/bohr. Its energy relative to the best compared isomer or geometry (same formula, charge and spin) is 0.0 kJ/mol. The calculation puts the total energy at -49210.1646 eV. The value obtained for the frontier orbital gap is 0.3306 Ha.



The following is a DFT calculation (the ωB97M-V functional and the def2-TZVPD basis) of a structure of composition C19H31AlBr3ClCsF7KLiO11S2.

Geometry as ORCA input:
```
! RIJCOSX wB97M-V def2-TZVPD def2/J DEFGRID3
* xyz 0 1
C -0.0203 -1.3402 4.2667
C -0.1929 -2.5253 3.2958
C 0.6464 -2.4704 2.0168
C 2.0611 -3.0282 2.2704
C 2.6785 -3.7961 1.1109
F 2.2136 -5.1292 1.1473
O 0.0002 -3.4686 1.1057
C -0.1025 -2.9157 -0.1259
O -0.7244 -3.3680 -1.0616
O 0.6340 -1.7947 -0.1660
C 0.5188 -1.1738 1.1499
C -0.9338 -0.6331 1.0748
C -1.3683 0.6962 1.6901
C -1.1318 1.8474 0.6944
Cl -2.6255 2.2893 -0.2164
C 1.5956 -0.1245 1.3991
C 2.8789 -0.1640 0.5622
C 4.0528 0.4832 1.3315
C 3.7082 1.7315 2.1614
C 3.6476 3.0272 1.3378
O 2.9904 2.8282 0.0535
C 3.8731 2.8813 -1.0657
H 0.5085 -0.4999 3.8205
H -0.9997 -0.9655 4.5770
H 0.5109 -1.6289 5.1728
H 0.0522 -3.4475 3.8289
H -1.2489 -2.6264 3.0154
H 2.7911 -2.2839 2.6176
H 1.9753 -3.7555 3.0828
H 3.7658 -3.8044 1.2199
H 2.4441 -3.3994 0.1228
H -1.0862 -0.5186 -0.0108
H -1.6418 -1.3970 1.4051
H -0.8279 0.9767 2.5952
H -2.4417 0.6508 1.8847
H -0.4214 1.5770 -0.0910
H -0.7356 2.7371 1.1844
H 1.9291 -0.2387 2.4349
H 1.1582 0.8728 1.3303
H 3.1317 -1.1915 0.2856
H 2.7286 0.3698 -0.3822
H 4.5192 -0.2852 1.9711
H 4.8115 0.7607 0.5883
H 2.8022 1.6229 2.7621
H 4.5142 1.8914 2.8844
H 4.6319 3.4778 1.2512
H 3.0455 3.7246 1.9472
H 4.7815 3.4562 -0.8894
H 4.1409 1.8621 -1.3468
H 3.3543 3.3747 -1.8950
Cs 1.8415 4.6311 0.0471
Br 4.8456 4.7559 3.6756
Li -2.3151 0.2579 -1.7862
C -2.0145 -5.3954 -3.6419
F -2.8496 -6.1927 -2.9370
F -2.3816 -4.1226 -3.3474
F -0.7878 -5.5697 -3.1139
S -2.0819 -5.7333 -5.4549
O -3.4758 -5.4656 -5.7318
O -1.6737 -7.1140 -5.5092
O -1.1402 -4.7621 -5.9586
K -1.5237 -5.1358 0.7335
C -4.0349 7.5264 -2.0877
F -3.7178 8.7243 -1.2607
F -5.1096 7.0249 -1.5349
F -4.3853 8.0643 -3.2530
S -2.5539 6.4151 -2.1579
O -2.3824 6.0894 -0.7665
O -1.5891 7.3123 -2.7337
O -3.0630 5.3722 -3.0041
Al -4.3304 10.5585 -1.7176
C -5.0798 -1.4748 -3.6969
O -4.4570 -0.4812 -3.3375
H -4.6483 -2.4634 -3.5158
H -6.3843 -1.7419 -3.0513
H -5.5569 -1.4737 -4.6911
Br -7.0276 -2.9624 -2.8715
Br 5.4625 -1.9412 3.0676
*
```

The calculation puts the maximum force at 0.162 hartree/bohr. The calculation puts the total energy at -329739.6793 eV. The value obtained for the frontier orbital gap is 0.1420 Ha.